Record 1
Here is a structure of composition C6H12Cl3IrO2Re from the Open Molecules 2025 dataset. Energies are from ωB97M-V with the def2-TZVPD basis set.

Last column: Mulliken spin population.
Geometry (Å):
Ir1 0.6815 -0.6311 -1.8617  2.623
Cl1 1.2439 -2.3514 -0.0590  0.206
C1 2.2055 0.4373 -2.4656  0.263
C2 -0.2828 -1.5025 -3.3472  0.268
H1 2.1772 0.8419 -3.4969  0.027
H2 2.3254 1.2962 -1.7839  0.052
H3 3.1302 -0.1537 -2.3860  0.033
H4 -0.2385 -1.0095 -4.3359  0.019
H5 -1.3481 -1.5744 -3.0795  0.038
H6 0.0739 -2.5292 -3.5052  0.037
Re1 0.0888 -0.4749 0.6562  3.054
C3 -1.4262 -1.6113 1.4707  0.065
C4 -0.6760 0.4900 -1.0377  0.098
H7 -2.4033 -1.2241 1.1413  0.030
H8 -1.2895 -2.6675 1.1654  0.020
H9 -1.3517 -1.5123 2.5716  0.014
H10 -1.7374 0.3424 -1.3509  0.089
H11 -0.4988 1.5786 -1.0937  0.066
Cl2 -0.2182 3.6629 2.7833  0.003
C5 -0.1629 2.1687 3.7353  -0.001
Cl3 -1.7405 1.6329 4.3290  0.005
C6 0.2842 1.0757 2.7684  -0.002
O1 1.1624 0.2268 2.8866  0.036
O2 -0.4627 1.1397 1.7039  -0.041
H12 0.4636 2.3489 4.5914  0.000

2S+1   8
LUMO (spin up / spin down)   0.24 / -2.36 eV
⟨S²⟩   15.785
Energy above the lowest of the compared OMol25 structures with the same formula, charge and spin   0.000 eV
HOMO-LUMO gap (spin up / spin down)   6.54 / 7.14 eV
F_max   3.8 eV/A
E   -1949.202031 a.u.

=====

Record 2
Here is a structure of composition C12H18BrCl13IO5PS from the Open Molecules 2025 dataset. Energies are from ωB97M-V with the def2-TZVPD basis set.

Last column: natural (NBO) charge in e.
Geometry (Å):
C1 2.9491 -2.9344 0.9518  -0.645
C2 2.0061 -3.0106 -0.2398  -0.212
Br1 2.7717 -2.0393 -1.7546  -0.010
C3 0.5291 -2.6368 -0.0695  -0.467
C4 -0.0502 -1.4123 0.6661  0.272
C5 -1.5754 -1.6226 0.7244  -0.426
C6 -2.4746 -0.3824 0.7284  -0.462
C7 -3.9152 -0.7645 1.1134  -0.500
I1 -5.3221 -0.1196 -0.3525  0.072
O1 0.3974 -1.3557 2.0684  -0.724
S1 1.3213 -0.0905 2.3628  2.563
O2 0.4784 0.9009 2.9584  -0.927
O3 2.5367 -0.4627 2.9932  -0.884
O4 1.6076 0.2535 0.8414  -0.696
C8 0.3313 0.0054 0.1711  -0.320
P1 0.5175 0.4428 -1.6701  1.203
O5 -0.5128 -0.6558 -2.2960  -0.998
Cl1 -0.7845 2.0627 -1.5988  -0.339
H1 2.4199 -3.1545 1.8789  0.227
H2 3.4351 -1.9678 1.0293  0.238
H3 3.7378 -3.6802 0.8292  0.222
H4 2.0015 -4.0446 -0.5831  0.222
H5 0.1172 -2.5330 -1.0764  0.253
H6 0.0312 -3.5128 0.3645  0.227
H7 -1.7591 -2.1621 1.6598  0.237
H8 -1.8686 -2.3016 -0.0830  0.216
H9 -2.5017 0.0862 -0.2588  0.209
H10 -2.1098 0.3638 1.4389  0.237
H11 -4.2270 -0.3099 2.0496  0.233
H12 -4.0452 -1.8436 1.1725  0.219
H13 -0.3558 0.7289 0.6093  0.255
H14 -1.3942 -0.6858 -1.9010  0.497
C9 -1.3202 3.8539 2.9809  -0.286
Cl2 -2.4322 2.6197 3.5819  0.010
Cl3 -0.7998 3.4854 1.3441  0.026
Cl4 -2.0556 5.4573 3.0643  0.014
H15 -0.4434 3.8528 3.6166  0.236
C10 2.7534 5.6129 2.3853  -0.288
Cl5 4.3325 6.0652 3.0266  0.021
Cl6 2.6957 5.8213 0.6349  0.022
Cl7 2.3355 3.9583 2.8280  0.020
H16 2.0154 6.2732 2.8218  0.226
C11 4.8307 0.2554 -4.3898  -0.288
Cl8 5.2531 0.5248 -2.7008  0.028
Cl9 5.2957 -1.3670 -4.9038  0.019
Cl10 3.1089 0.5280 -4.6610  0.020
H17 5.3803 0.9663 -4.9920  0.228
C12 -5.0965 -1.8490 -3.7817  -0.289
Cl11 -5.3045 -3.1378 -4.9626  0.028
Cl12 -3.3840 -1.5335 -3.4904  0.000
Cl13 -5.9241 -0.3779 -4.2859  0.026
H18 -5.5331 -2.1703 -2.8443  0.234

2S+1   1
LUMO   0.16 eV
HOMO-LUMO gap   9.96 eV
F_max   0.5 eV/A
E   -10438.011900 a.u.